# C52H82N2O2P3SSi2Sn

C52H82N2O2P3SSi2Sn as an isolated structure (ωB97M-V with the def2-TZVPD basis set, the Open Molecules 2025 dataset).

Output
orbital gap = 5.58 eV
net charge = -1
total energy = -122622.7804 eV

```
145
Properties=species:S:1:pos:R:3:lowdin_charge:R:1
Sn 0.52473 -1.40445 0.81631 0.98
C -0.63254 -1.25574 5.44038 -0.12
C -0.89739 0.13881 4.87161 -0.55
C -2.38661 0.31937 4.62300 -0.11
P 0.16338 0.40778 3.35079 1.02
C 1.79073 0.56020 4.29176 -0.53
C 2.59041 1.84230 4.10384 -0.12
C 2.64962 -0.65608 3.92840 -0.15
C -0.43598 2.07979 2.85701 -0.37
C -0.55447 3.08962 3.81748 -0.12
C -1.27832 4.24306 3.57270 -0.09
C -1.94134 4.37624 2.35974 -0.09
C -1.80475 3.39201 1.39534 -0.14
C -1.01761 2.24572 1.58253 -0.30
Si -0.71653 1.08619 0.03488 0.60
C 0.26177 2.30997 -1.14544 -0.29
C 0.45072 3.65701 -0.80015 -0.10
C 1.14325 4.55142 -1.60388 -0.11
C 1.74825 4.10469 -2.76822 -0.10
C 1.60812 2.77367 -3.12539 -0.11
C 0.84589 1.88483 -2.36440 -0.39
P 0.46817 0.17025 -2.90796 1.11
C 1.88724 -0.42866 -3.97244 -0.52
C 3.15451 -0.43047 -3.11721 -0.15
C 2.18125 0.12532 -5.37843 -0.11
C -0.95200 0.44980 -4.11108 -0.51
C -1.02378 -0.64201 -5.18249 -0.12
C -1.06570 1.82505 -4.76229 -0.11
C -2.47164 1.08823 -0.81815 -0.30
C -2.74451 2.08868 -1.76210 -0.14
C -3.89314 2.10453 -2.53959 -0.09
C -4.82517 1.09047 -2.39631 -0.08
C -4.60960 0.10940 -1.43986 -0.12
C -3.46735 0.10142 -0.63555 -0.39
P -3.35032 -1.01198 0.82771 1.09
C -4.79226 -0.34228 1.83617 -0.54
C -6.22556 -0.68837 1.43407 -0.12
C -4.66110 1.17466 1.95945 -0.13
C -3.84777 -2.75545 0.39034 -0.53
C -4.07023 -3.48183 1.72093 -0.13
C -4.95150 -3.09696 -0.61039 -0.11
H -1.25753 -1.42151 6.32222 0.08
H 0.40711 -1.39882 5.73872 0.06
H -0.87100 -2.02017 4.69910 0.05
H -0.57276 0.88712 5.60567 0.09
H -2.74954 -0.46779 3.96202 0.06
H -2.62360 1.28397 4.17589 0.06
H -2.93097 0.23954 5.56844 0.08
H 1.51494 0.48319 5.34812 0.09
H 2.92237 1.91461 3.07236 0.03
H 3.47107 1.81803 4.75484 0.08
H 2.01998 2.73985 4.34510 0.06
H 2.10979 -1.59587 4.06193 0.06
H 3.55227 -0.68179 4.54839 0.08
H 2.94767 -0.59918 2.87981 0.03
H -0.10489 2.95240 4.79451 0.10
H -1.35453 5.01269 4.33164 0.10
H -2.56033 5.24472 2.16602 0.10
H -2.33412 3.51180 0.45542 0.09
H 0.04401 4.03245 0.12851 0.08
H 1.21961 5.59259 -1.30985 0.10
H 2.32350 4.78127 -3.38992 0.10
H 2.09727 2.42450 -4.02302 0.08
H 1.59717 -1.47989 -4.08841 0.09
H 3.53726 0.58403 -2.98614 0.05
H 3.93133 -1.02944 -3.59923 0.07
H 2.95546 -0.85661 -2.13011 0.05
H 1.95134 1.18209 -5.49896 0.04
H 1.62130 -0.41092 -6.14108 0.06
H 3.24250 -0.00533 -5.60983 0.07
H -1.81939 0.31595 -3.45921 0.06
H -0.42071 -0.37049 -6.04858 0.06
H -2.05510 -0.75245 -5.52541 0.08
H -0.70128 -1.61846 -4.81950 0.06
H -0.20903 2.03330 -5.40855 0.07
H -1.13306 2.62906 -4.03062 0.06
H -1.96710 1.85715 -5.38348 0.08
H -2.01370 2.87299 -1.91911 0.09
H -4.04489 2.89369 -3.26724 0.10
H -5.72375 1.07211 -3.00182 0.10
H -5.36553 -0.64912 -1.30293 0.08
H -4.61563 -0.77969 2.82149 0.08
H -6.46858 -0.29875 0.44447 0.06
H -6.91363 -0.21546 2.14263 0.08
H -6.42593 -1.75755 1.44728 0.05
H -4.93899 1.66023 1.02101 0.08
H -3.64437 1.48206 2.19907 0.04
H -5.32573 1.54629 2.74463 0.08
H -2.91540 -3.14889 -0.02664 0.08
H -5.01055 -3.19364 2.19720 0.06
H -3.25962 -3.27827 2.42021 0.05
H -4.10131 -4.55996 1.55100 0.08
H -5.92596 -2.69960 -0.32827 0.05
H -5.04380 -4.18615 -0.65975 0.08
H -4.71172 -2.75448 -1.61357 0.04
C 6.97277 0.33525 1.89816 -0.10
C 5.59278 0.94191 1.66445 -0.29
C 5.09558 0.66607 0.25562 -0.35
S 3.48525 1.40351 -0.11655 0.92
O 2.63623 1.07325 1.07312 -0.59
C 3.97103 3.17412 -0.02624 -0.32
C 3.37658 3.91682 1.15774 -0.29
C 3.44138 5.42625 0.94970 -0.10
H 7.32983 0.55046 2.90600 0.07
H 7.70398 0.73160 1.18980 0.07
H 6.94466 -0.74920 1.77684 0.08
H 5.62433 2.01891 1.84934 0.10
H 4.87587 0.52288 2.37210 0.09
H 4.94594 -0.40511 0.10120 0.08
H 5.78555 1.02125 -0.51616 0.10
H 3.59753 3.59676 -0.95858 0.06
H 5.06176 3.22450 -0.03715 0.09
H 3.90871 3.65079 2.07319 0.10
H 2.34119 3.59820 1.29725 0.09
H 4.46874 5.76162 0.78784 0.07
H 3.05007 5.95135 1.82202 0.07
H 2.84990 5.72389 0.08105 0.05
C 2.90562 -4.27790 -2.47156 -0.18
Si 1.89406 -4.04195 -0.88232 0.32
C 3.15635 -3.42242 0.37579 -0.23
C 1.33694 -5.72866 -0.25579 -0.17
N 0.59818 -2.92952 -1.05620 -0.21
C -0.41922 -3.12960 -1.95221 -0.40
C -1.49228 -2.21388 -2.03954 -0.13
C -2.54393 -2.38161 -2.91833 -0.14
C -2.60234 -3.47784 -3.77297 -0.13
C -1.56056 -4.39367 -3.72119 -0.11
C -0.49803 -4.22733 -2.84591 -0.07
H 3.40366 -5.25147 -2.48087 0.02
H 3.67933 -3.50882 -2.52763 0.01
H 2.30013 -4.20003 -3.37650 0.01
H 3.44138 -2.38460 0.18684 -0.01
H 2.78375 -3.48232 1.40086 0.01
H 4.05788 -4.04089 0.30603 0.03
H 2.14520 -6.46480 -0.28087 0.02
H 0.49904 -6.12250 -0.83459 0.02
H 0.99797 -5.62744 0.77866 0.02
H -1.47064 -1.34721 -1.38857 0.01
H -3.32443 -1.62886 -2.94586 0.09
H -3.42764 -3.60704 -4.46171 0.09
H -1.57196 -5.26045 -4.37368 0.09
H 0.28098 -4.97892 -2.83310 0.07
O -0.95512 -5.00364 3.43178 0.00
C -0.60639 -4.00754 2.86786 -0.59
N -0.27041 -3.00778 2.32130 -0.06
```

=====

# C13H9Cl2NO3

A 2-piece molecular cluster, C13H9Cl2NO3 overall in a non-equilibrium geometry (ωB97M-V with the def2-TZVPD basis set, the Open Molecules 2025 dataset).

Output
orbital gap = 7.42 eV
structure (SMILES) = C#CC1=C(c2cccnc2)C(=O)OC1=O.ClCCCl
total energy = -46295.2504 eV

```
28
Properties=species:S:1:pos:R:3:lowdin_charge:R:1
C -3.20329 2.25182 -1.23346 0.09
C -2.24145 1.56820 -1.84239 -0.02
C -1.17779 0.37998 -2.12474 -0.06
C 0.10319 0.24873 -1.48053 -0.01
C 0.85978 1.15771 -0.40771 -0.09
C 0.16082 2.33828 0.41424 0.03
C 1.08451 3.13925 1.43767 -0.03
C 2.59619 2.69458 1.52406 -0.11
N 3.25414 1.61463 0.81559 0.01
C 2.39707 0.89886 -0.10212 -0.07
C 0.59264 -1.14914 -2.17377 -0.28
O 1.47942 -1.90721 -1.67594 0.07
O -0.13001 -1.45113 -3.38034 0.08
C -1.42750 -0.82686 -3.16869 -0.27
O -2.48607 -1.19634 -3.75037 0.10
H -4.08267 2.74296 -0.65665 0.07
H -0.95744 2.59560 0.28336 0.07
H 0.64252 3.99880 2.07042 0.09
H 3.26429 3.31457 2.25097 0.11
H 2.88562 0.01349 -0.68241 0.12
Cl 0.71391 -1.13757 2.29187 0.57
C -0.17891 -2.67156 2.44190 -0.65
C -0.68823 -3.17003 1.10257 -0.65
Cl -1.98188 -2.13462 0.44715 0.57
H -0.99447 -2.52098 3.15245 0.07
H 0.51424 -3.40015 2.86923 0.07
H -1.11138 -4.17070 1.21611 0.07
H 0.11275 -3.22116 0.36151 0.06
```

=====

# C2H4N4O

One molecule with the formula C2H4N4O in a non-equilibrium geometry (ωB97M-V with the def2-TZVPD basis set, the Open Molecules 2025 dataset).

Output
orbital gap = 9.36 eV
structure (SMILES) = Nn1cnc(=O)[nH]1
total energy = -10144.5219 eV

```
11
Properties=species:S:1:pos:R:3:lowdin_charge:R:1
N 0.94012 0.00406 0.09448 0.06
N -0.41858 0.24415 -0.19003 -0.26
C -1.12984 1.46307 -0.08603 -0.06
N -2.42659 1.25688 0.06850 0.12
C -2.64412 -0.09505 0.05763 -0.53
O -3.62921 -0.72724 0.02231 0.09
N -1.27270 -0.79715 -0.04544 0.10
H 1.49640 -0.59377 -0.62852 0.13
H 0.83087 -0.48740 0.96559 0.07
H -0.64628 2.44572 -0.14850 0.13
H -1.11370 -1.65686 -0.55528 0.14
```

=====

# C18H22IN3O3S

One molecule with the formula C18H22IN3O3S (ωB97M-V with the def2-TZVPD basis set, the Open Molecules 2025 dataset).

Output
orbital gap = 8.12 eV
structure (SMILES) = COc1ccc(NS(=O)(=O)c2ccc(I)cc2)cc1N1CCN(C)CC1
total energy = -48570.5922 eV

```
48
Properties=species:S:1:pos:R:3:lowdin_charge:R:1
C -0.97879 -2.55873 -3.80893 -0.08
O -1.65215 -2.77366 -2.58362 -0.13
C -1.89414 -1.62305 -1.85091 -0.22
C -3.21186 -1.22212 -1.71261 0.00
C -3.55615 -0.09514 -0.98782 -0.02
C -2.54658 0.66142 -0.41261 -0.30
N -2.81431 1.81567 0.34145 -0.06
S -2.15257 1.89995 1.88575 0.66
O -1.94806 0.59433 2.43896 -0.27
O -2.96253 2.83807 2.60242 -0.28
C -0.54169 2.63329 1.60916 -0.29
C 0.50799 2.20684 2.40065 -0.07
C 1.76980 2.74660 2.21445 -0.15
C 1.94958 3.70716 1.23361 -0.71
I 3.87648 4.50499 0.91574 0.86
C 0.89445 4.14909 0.45079 -0.13
C -0.36516 3.60769 0.64636 -0.05
C -1.22296 0.27562 -0.55434 0.03
C -0.85807 -0.88141 -1.24102 -0.14
N 0.46814 -1.27235 -1.39331 -0.10
C 1.53741 -0.36258 -1.04197 -0.14
C 1.91239 -0.42817 0.44142 -0.18
N 2.26451 -1.79157 0.79007 -0.22
C 2.68967 -1.88850 2.16894 -0.10
C 1.14501 -2.67321 0.50293 -0.17
C 0.82357 -2.62364 -0.99219 -0.13
H -1.59174 -1.95428 -4.48639 0.10
H -0.01596 -2.06418 -3.65886 0.08
H -0.82352 -3.54480 -4.24317 0.09
H -3.97487 -1.82167 -2.18478 0.12
H -4.58963 0.19483 -0.87847 0.11
H -3.78798 2.08211 0.36628 0.12
H 0.32350 1.44905 3.14544 0.12
H 2.59803 2.41808 2.82291 0.10
H 1.05152 4.90426 -0.30358 0.10
H -1.20605 3.92249 0.04968 0.12
H -0.47469 0.88736 -0.08202 0.08
H 1.26956 0.65492 -1.33136 0.12
H 2.41236 -0.66884 -1.62587 0.13
H 2.77834 0.21457 0.62457 0.12
H 1.07355 -0.06616 1.06387 0.11
H 1.90340 -1.58293 2.87716 0.09
H 2.97141 -2.91794 2.38282 0.08
H 3.56078 -1.25061 2.31664 0.08
H 1.42582 -3.69121 0.78132 0.12
H 0.24530 -2.38556 1.07785 0.14
H 0.00548 -3.30476 -1.21883 0.12
H 1.71142 -2.92134 -1.55860 0.13
```

=====

# C2H7N5

An isolated ion of composition C2H7N5 and charge +2 in a non-equilibrium geometry (ωB97M-V with the def2-TZVPD basis set, the Open Molecules 2025 dataset).

Output
orbital gap = 10.15 eV
structure (SMILES) = CN([NH3+])/C=N\[N+]#N
net charge = +2
total energy = -9614.4672 eV

```
14
Properties=species:S:1:pos:R:3:lowdin_charge:R:1
C -0.26497 -1.02601 -0.74794 0.00
N 0.39355 0.19170 -0.31387 -0.10
N -0.15100 0.65517 0.96536 0.32
C 1.10633 0.98694 -1.12207 0.03
N 1.32040 0.74306 -2.37698 0.17
N 1.23720 -0.05908 -3.26415 -0.05
N 1.36883 -0.75108 -4.13578 0.43
H -1.41287 -0.93006 -1.12715 0.19
H 0.37885 -1.44176 -1.49857 0.07
H -0.14295 -1.88496 0.05972 0.17
H -0.14611 -0.17463 1.60438 0.22
H -1.17119 0.96842 0.92162 0.25
H 0.51847 1.22031 1.36299 0.16
H 1.56214 1.88063 -0.87225 0.16
```

=====

> Look up the orbital gap of the third one.

9.36 eV